{
  "formula": "C5H7N2O2",
  "method": "ωB97M-V/def2-TZVPD",
  "e_homo_ev": -14.254,
  "total_charge": 1,
  "e_tot_ev": -12361.98366,
  "homo_lumo_gap_ha": 0.31565,
  "spin_multiplicity": 1,
  "e_lumo_ev": -5.66,
  "symbols": ["C", "C", "C", "C", "C", "N", "N", "O", "O", "H", "H", "H", "H", "H", "H", "H"],
  "xyz": [[-0.881, -1.121, -0.523], [1.568, -0.603, -2.910], [-1.389, -0.295, 0.622], [-0.444, 0.403, 1.619], [0.781, 1.084, 1.200], [1.584, 1.419, -0.954], [1.269, 1.181, 0.107], [0.248, -1.218, -0.905], [1.134, -1.575, -3.327], [-1.685, -1.722, -1.145], [1.679, 0.695, -1.749], [-1.946, -1.157, 1.130], [-2.084, 0.514, 0.275], [-0.933, 1.258, 2.008], [-0.309, -0.220, 2.426], [1.406, 1.356, 2.125]],
  "forces_ev_per_angstrom": [[-1.580, -0.460, -1.698], [-1.406, -3.014, -1.500], [-0.904, -0.371, 0.243], [-1.748, 0.540, -2.381], [1.444, -0.824, 5.592], [-0.277, 1.620, -4.487], [0.208, -0.602, -0.029], [0.843, 0.163, 0.761], [1.599, 2.841, 0.684], [0.896, 1.033, 1.378], [1.341, -0.319, 0.711], [0.143, 1.692, -0.058], [0.073, -1.303, -0.075], [-1.389, 0.663, 0.789], [1.112, -1.323, 1.823], [-0.355, -0.335, -1.754]]
}

***

{
  "formula": "C5H7N2O3P",
  "method": "ωB97M-V/def2-TZVPD",
  "e_homo_ev": 1.245,
  "total_charge": -2,
  "e_tot_ev": -23708.08430,
  "homo_lumo_gap_ha": 0.18515,
  "spin_multiplicity": 1,
  "e_lumo_ev": 6.28,
  "symbols": ["C", "C", "C", "C", "C", "N", "N", "O", "O", "O", "P", "H", "H", "H", "H", "H", "H", "H"],
  "xyz": [[3.382, -0.967, -0.415], [2.030, -0.868, -0.680], [2.807, 0.888, 0.417], [0.475, 0.880, 0.116], [-2.455, -0.580, 0.653], [3.883, 0.101, 0.222], [1.690, 0.337, -0.099], [-4.486, 1.475, 0.217], [-4.107, -0.207, -1.606], [-3.900, -0.922, 0.970], [-3.842, 0.262, -0.238], [4.060, -1.786, -0.763], [1.215, -1.466, -1.194], [2.880, 1.659, 1.112], [-0.402, 0.631, -0.677], [0.513, 1.968, 0.331], [-1.989, -0.274, 1.537], [-1.754, -1.131, 0.096]],
  "forces_ev_per_angstrom": [[1.753, -1.836, -1.200], [-1.318, 0.461, -0.127], [1.142, -1.949, -1.062], [-5.086, 1.020, -1.013], [-2.466, 2.386, -0.705], [0.015, -0.365, 0.176], [1.186, -0.005, -0.069], [-0.858, 2.635, 1.070], [0.105, -0.739, -1.231], [0.346, -0.616, -1.405], [1.798, -2.966, 2.018], [-0.679, 0.742, 0.347], [1.504, 0.761, 0.830], [-0.584, 1.420, 0.678], [2.378, 0.487, 1.713], [0.033, -0.699, -0.272], [0.626, 1.003, 1.137], [0.104, -1.742, -0.885]]
}

***

{
  "formula": "C5H7N2P",
  "method": "ωB97M-V/def2-TZVPD",
  "e_homo_ev": -9.665,
  "smiles": "c1cnccn1.C=P",
  "e_tot_ev": -17564.59652,
  "homo_lumo_gap_ha": 0.36239,
  "spin_multiplicity": 1,
  "e_lumo_ev": 0.20,
  "symbols": ["C", "C", "N", "C", "C", "N", "H", "H", "H", "H", "C", "P", "H", "H", "H"],
  "xyz": [[-1.583, -1.764, 1.627], [-1.502, -0.359, 1.615], [-0.937, 0.214, 0.595], [-0.621, -0.519, -0.472], [-0.804, -1.866, -0.501], [-1.229, -2.482, 0.593], [-1.877, -2.473, 2.485], [-1.888, 0.256, 2.469], [-0.440, 0.180, -1.258], [-0.560, -2.576, -1.286], [1.839, 2.493, -0.938], [3.191, 2.575, -1.899], [0.999, 3.202, -1.243], [1.449, 1.732, -0.139], [3.963, 1.387, -1.648]],
  "forces_ev_per_angstrom": [[-0.591, -1.336, 1.773], [-0.345, -0.875, 1.766], [-0.488, 0.990, 0.061], [-0.560, 1.468, -0.147], [0.339, -1.020, -0.053], [0.053, -0.672, -0.090], [0.086, 1.902, -0.907], [0.601, -0.565, -0.880], [0.922, -0.533, -1.119], [0.019, 0.650, -0.427], [-2.021, -1.061, 0.616], [-0.203, 0.061, -0.289], [1.420, -0.595, 0.709], [1.132, 1.374, -1.615], [-0.364, 0.212, 0.602]]
}